(1)
Below is a molecular structure, C4H2AlO at a distorted geometry, with properties calculated with ωB97M-V/def2-TZVPD.

Properties
largest force on an atom	0.0639	hartree/bohr
energy above the lowest of the compared OMol25 structures with the same formula, charge and spin	0.00	kcal per mole
charge	+1
HOMO level (alpha / beta)	-13.95 / -15.74	eV
frontier orbital gap (alpha / beta)	6.2 / 8.4	eV

The geometry in XYZ format:
```
8
Properties=species:S:1:pos:R:3:forces:R:3
C -0.0509 -0.3738 1.4534 0.7495 0.3565 1.4911
C 0.3675 -1.9476 -0.6633 0.3055 0.6588 -0.5780
C 0.3671 -1.2965 0.3975 -1.1369 0.8094 0.2589
C -0.2470 1.1056 0.9393 0.0930 -1.7916 -2.7510
O -0.2362 1.2593 -0.3151 -0.2575 1.5495 2.5921
Al 0.1664 -0.1356 -1.4059 0.3289 -1.6620 -0.6567
H -0.9960 -0.6494 1.9487 0.1537 0.0419 -0.2302
H 0.6942 -0.3079 2.2630 -0.2362 0.0374 -0.1261
```
Forces are in eV/Å.



(2)
Below is a molecular structure, C7H4Cl2CuF15O15S5 at a distorted geometry, with properties calculated with ωB97M-V/def2-TZVPD.

Properties
spin multiplicity	3
largest force on an atom	0.0967	hartree/bohr
energy above the lowest of the compared OMol25 structures with the same formula, charge and spin	0.00	kcal per mole
charge	-4
HOMO level (alpha / beta)	4.78 / 0.44	eV
frontier orbital gap (alpha / beta)	2.9 / 6.8	eV

The geometry in XYZ format:
```
49
Properties=species:S:1:pos:R:3:forces:R:3
Cu 21.2584 14.8199 21.2536 -0.1181 -0.3441 -1.4462
C 22.0502 18.3811 24.3316 -0.3206 -2.2350 -3.5506
F 23.3378 17.9108 24.4530 -2.0088 0.4306 1.1467
F 21.1011 17.7341 25.0894 1.7737 1.0736 0.4961
F 22.0561 19.6865 24.5075 -0.1631 0.0743 0.9640
S 21.5499 17.9792 22.4947 1.4195 0.0592 -2.8500
O 21.1948 16.5466 22.4550 -0.3383 -0.6597 1.1669
O 20.4606 18.8340 22.0888 -0.5452 0.1804 1.4380
O 22.7555 18.2250 21.7355 -0.0407 0.2461 1.1840
C 18.7031 11.9453 23.9996 0.6392 0.8723 -1.0436
F 18.9304 12.7683 25.0558 0.1344 -0.6958 -0.1160
F 18.2320 10.7648 24.4633 0.3738 0.4578 -0.0311
F 17.7253 12.5308 23.3016 -0.2465 -0.2429 -0.0069
S 20.2504 11.7470 22.8377 2.1980 -1.2697 -3.2942
O 19.9077 10.8162 21.7587 -0.9579 0.9916 2.6861
O 20.6233 13.0654 22.2521 -1.0365 -0.4029 2.3314
O 21.2854 11.2075 23.7062 -0.7522 0.5727 0.9420
C 16.8718 14.0113 19.2178 3.8323 0.3506 0.3421
F 16.2761 13.4855 18.1616 -0.3660 0.1759 -0.7133
F 16.7570 15.3674 19.2045 -0.6525 -0.8243 -0.0544
F 16.3168 13.4945 20.2801 -1.2747 0.0694 1.2300
S 18.7957 13.5268 19.3254 3.1133 -2.7690 -0.8298
O 19.4719 14.3390 20.3460 -2.0809 1.2225 -0.0910
O 18.8763 12.1061 19.7497 -2.0005 2.4738 -1.1953
O 19.3488 13.8012 18.0014 -1.7664 0.0908 0.7244
C 24.1750 11.5254 19.3716 -2.3398 1.3282 0.5145
F 24.4965 11.5344 20.6571 1.0507 0.6423 0.8497
F 24.9821 12.2782 18.6261 0.6433 -0.0178 0.2734
F 24.2874 10.2741 19.0164 0.2396 -1.4281 -1.1838
S 22.3907 12.1378 19.2462 -4.9371 -0.5767 0.0120
O 22.1423 12.5181 17.8814 1.6367 -0.0384 -0.4694
O 21.5424 11.0030 19.6391 2.5256 0.4139 -0.1500
O 22.1868 13.2658 20.1745 1.7228 -0.5269 -0.2558
C 20.6191 18.0776 18.0760 0.4559 -2.7744 2.4533
F 20.6057 18.9353 19.0899 -0.0439 0.7067 -0.1451
F 19.3640 17.4920 18.0810 1.3615 0.6406 -0.6283
F 20.8450 18.6967 16.9465 -0.3460 0.6893 -0.9966
S 22.0606 16.7735 18.3921 -0.1767 -1.5282 -1.0006
O 21.7028 16.0621 19.6222 -0.6812 0.5255 0.5678
O 21.9199 15.9026 17.2254 0.2449 1.4015 0.6854
O 23.2941 17.5266 18.5288 -1.0624 0.1482 -0.4252
Cl 26.7233 17.2546 21.3271 0.4632 -0.1105 -0.3615
C 26.6768 15.5451 21.7633 -1.1046 -0.6240 0.4944
C 25.6870 14.6637 20.9498 0.0845 1.2477 -0.4925
Cl 24.0109 15.2790 21.2706 1.1929 0.0348 0.2648
H 26.2519 15.5706 22.7667 0.4015 -0.2718 0.1820
H 27.6928 15.1503 21.7753 -0.1704 -0.0870 -0.1762
H 25.7189 13.5858 21.1087 0.1226 0.2251 0.5744
H 25.8499 14.8182 19.8832 -0.0991 0.0817 -0.0159
```
Forces are in eV/Å.



(3)
Below is a molecular structure, C24H28FeN4O2SbSe4 at a distorted geometry, with properties calculated with ωB97M-V/def2-TZVPD.

Properties
spin multiplicity	5
largest force on an atom	0.0615	hartree/bohr
energy above the lowest of the compared OMol25 structures with the same formula, charge and spin	21.90	kcal per mole
charge	-1
HOMO level (alpha / beta)	-3.68 / -3.80	eV
frontier orbital gap (alpha / beta)	5.2 / 5.5	eV

The geometry in XYZ format:
```
64
Properties=species:S:1:pos:R:3:forces:R:3
Fe -0.2040 -0.3821 0.0518 2.7103 1.6205 -0.1751
C 1.0196 4.0027 5.5868 -0.0032 0.0042 -0.0260
C 0.8365 2.8703 4.6091 -0.0270 0.1341 -0.3002
C 0.8070 1.5569 4.9944 0.0888 -0.0382 0.1979
C 0.6593 0.5104 4.0743 0.0796 -0.6522 0.0613
C 0.6524 -0.8369 4.6024 -0.2102 0.9091 0.0260
N 1.0689 -1.9083 4.0331 0.3051 -0.5325 -0.3989
C 1.8330 -2.0187 2.7854 -0.3972 0.0428 0.3582
C 3.1853 -2.6871 2.9122 0.0430 -0.0517 -0.0250
C 3.9381 -2.2886 1.6413 0.0914 0.0529 0.0190
N 4.3432 -0.8797 1.6954 -0.1242 0.0439 -0.2707
C 4.7985 -0.2493 0.5384 -0.2986 -0.0757 -0.0815
C 4.1373 -0.2214 -0.7411 -0.1003 -0.0007 0.3857
C 4.9431 -0.1480 -1.8734 0.1460 -0.0466 -0.3007
C 4.4580 -0.1407 -3.1932 0.2702 0.0305 0.2300
C 5.3969 -0.0738 -4.3724 0.0245 -0.0176 0.0287
C 3.1011 -0.1882 -3.3545 -0.2304 0.0094 0.0243
C 2.2038 -0.2040 -2.2571 -0.2038 -0.0558 -0.1818
C 0.8122 -0.0441 -2.6170 0.3250 -0.0838 -0.1335
N -0.2586 -0.0871 -1.9170 -0.4490 0.5747 -0.0005
C -1.4441 0.5370 -2.5195 0.4031 -0.0264 -0.0290
C -1.5532 2.0159 -2.0552 0.0060 -0.0731 0.0519
C -0.3045 2.5914 -1.3774 0.0619 -0.2889 0.1721
N -0.0077 1.9261 -0.1036 -0.4402 0.0643 -0.5222
C 0.1710 2.6416 0.9127 0.1553 -0.0843 0.9183
C 0.4243 2.1441 2.2904 -0.2251 -0.3157 -0.8287
C 0.6514 3.1080 3.2333 0.0999 0.5392 0.5507
C 0.3784 0.7533 2.6836 -0.1075 0.0712 0.1530
O 0.0419 -0.2272 1.9549 0.0592 0.4206 0.1155
C 2.6805 -0.1803 -0.9154 0.1981 -0.0287 -0.0067
O 1.9173 -0.0548 0.0959 -0.3974 -0.2269 0.0003
H 1.6726 3.7136 6.4116 -0.0068 -0.0182 -0.0095
H 0.0710 4.3296 6.0209 -0.0137 -0.0286 -0.0331
H 1.4680 4.8713 5.1017 0.0046 -0.0265 -0.0055
H 0.9342 1.3069 6.0459 -0.0017 -0.0215 -0.0455
H 0.2512 -0.9796 5.6037 -0.1324 0.0080 -0.0790
H 0.7269 -2.7848 4.4171 0.1473 0.0051 0.0084
H 2.0017 -1.0354 2.3841 -0.0433 0.2698 -0.0136
H 1.2031 -2.5580 2.0865 -0.0973 -0.0564 -0.1941
H 3.1029 -3.7757 2.9683 -0.0041 0.0263 -0.0018
H 3.7280 -2.3496 3.8033 0.0098 0.0371 -0.0404
H 3.2702 -2.4137 0.7878 -0.0031 0.0053 -0.0403
H 4.8066 -2.9384 1.4824 0.0315 -0.0270 0.0031
H 4.9273 -0.6876 2.4941 0.0856 -0.0231 -0.0204
H 5.7891 0.1912 0.5960 0.0145 -0.0136 -0.0241
H 6.0206 -0.1418 -1.7173 -0.0442 -0.0028 -0.0263
H 6.3113 -0.6441 -4.1906 -0.0445 0.0025 0.0153
H 5.6991 0.9533 -4.6003 -0.0234 -0.0139 0.0385
H 4.9264 -0.4825 -5.2688 0.0027 0.0188 0.0316
H 2.6842 -0.1968 -4.3586 -0.0145 0.0044 0.0457
H 0.6658 0.2022 -3.6732 0.0622 0.0024 -0.0347
H -2.3251 -0.0310 -2.2391 -0.0906 -0.0105 0.0753
H -1.3390 0.4999 -3.6074 -0.0005 -0.0068 -0.0467
H -2.3921 2.1071 -1.3663 -0.0268 0.0273 0.0231
H -1.7625 2.6471 -2.9228 -0.0553 -0.0146 -0.0013
H -0.4358 3.6672 -1.2180 -0.0389 0.0458 0.0034
H 0.5674 2.4652 -2.0237 0.0413 -0.0398 -0.0181
H 0.1230 3.7372 0.8349 0.0489 -0.0146 0.0135
H 0.6638 4.1414 2.8896 -0.0006 -0.0424 0.0431
Se -3.3839 -3.2099 -1.3161 -0.0189 0.0196 0.0267
Sb -1.9040 -2.4310 0.4284 -1.5514 -1.9904 0.3285
Se -2.5278 0.0516 0.5964 0.1661 -0.3156 -0.1384
Se 0.4443 -2.7648 -0.3987 -0.3599 0.1152 0.0799
Se -1.9931 -3.4340 2.6590 0.1040 0.1600 0.0243
```
Forces are in eV/Å.



(4)
Below is 9 unconnected molecules or ions with the total composition H18O9 at a distorted geometry, with properties calculated with ωB97M-V/def2-TZVPD.

Properties
largest force on an atom	0.0208	hartree/bohr
SMILES	O.O.O.O.O.O.O.O.O
energy above the lowest of the compared OMol25 structures with the same formula, charge and spin	79.01	kcal per mole
HOMO level	-10.39	eV
frontier orbital gap	10.5	eV

The geometry in XYZ format:
```
27
Properties=species:S:1:pos:R:3:forces:R:3
O 0.4101 -0.3203 -0.9757 -0.2713 -0.0811 -0.2134
H 0.3922 -1.0041 -0.2967 0.0436 0.0770 0.0494
H 1.2422 -0.4707 -1.4382 -0.1755 -0.2123 0.1855
O 3.4027 -3.7763 2.5351 -0.1796 -0.1432 0.0613
H 2.4908 -3.5041 2.6880 0.1072 0.0509 -0.0322
H 3.3325 -4.7072 2.2954 0.0718 0.0974 -0.0171
O -0.9976 3.1730 0.9177 0.5405 0.9210 0.0479
H -1.4283 2.8924 1.7330 -0.1121 -0.0022 -0.4206
H -1.3801 4.0389 0.7364 0.0852 -0.0610 0.0034
O -2.2516 3.1911 -3.0105 0.1975 -0.0406 -0.0332
H -1.9449 3.5719 -3.8412 -0.0978 -0.0486 0.0515
H -1.4547 2.8222 -2.6133 0.1032 0.1891 0.0315
O -3.1641 0.7637 -1.2787 -0.0843 -0.4078 -0.2269
H -2.5737 1.4110 -1.6807 -0.2602 0.0150 0.1381
H -2.6499 -0.0515 -1.2740 0.0630 0.1311 -0.0657
O 3.1385 0.2179 -0.5188 0.0765 0.0194 -0.1614
H 3.0101 0.2615 -1.4731 0.3177 0.1542 0.1050
H 2.3511 0.6396 -0.1567 -0.0025 0.0865 0.0796
O 3.0211 -3.1030 -1.9245 -0.1278 0.1338 -0.2068
H 2.1571 -2.9228 -2.3119 0.0338 -0.1110 0.0380
H 3.6425 -2.9007 -2.6329 0.0298 -0.0535 0.1087
O -2.4340 1.2211 1.3610 -0.3847 -0.7550 0.6560
H -3.0029 0.5004 1.0678 -0.0563 0.2821 -0.1864
H -1.8728 0.8182 2.0331 0.0983 -0.2622 0.0002
O -1.0553 -1.2069 2.9449 -0.1424 0.0516 0.0660
H -1.9249 -1.6158 2.8697 0.0514 -0.0294 -0.0152
H -0.9452 -1.0622 3.8914 0.0749 -0.0012 -0.0430
```
Forces are in eV/Å.



(5)
Below is a molecular structure, C14H17BF10IrN2O4S2 at a distorted geometry, with properties calculated with ωB97M-V/def2-TZVPD.

Properties
largest force on an atom	0.0282	hartree/bohr
energy above the lowest of the compared OMol25 structures with the same formula, charge and spin	5.97	kcal per mole
charge	-1
HOMO level	-5.83	eV
frontier orbital gap	7.1	eV

The geometry in XYZ format:
```
51
Properties=species:S:1:pos:R:3:forces:R:3
Ir -0.1803 -0.0155 1.3729 1.0153 0.2720 1.0005
F -3.4081 0.5618 1.2901 0.0087 -0.0209 0.0325
C -4.2495 -0.4271 1.0269 -0.0353 -0.0251 0.0004
F -4.9968 -0.0832 -0.0268 0.0534 -0.0064 -0.0289
F -5.0560 -0.5981 2.0733 -0.0299 -0.0294 -0.0314
S -3.3242 -1.9929 0.6346 -0.0131 0.0514 0.1256
O -2.1033 -1.5556 0.0167 -0.2494 -0.1509 -0.3829
O -4.2585 -2.7812 -0.1030 0.0093 -0.0877 0.0656
N -3.0906 -2.6398 2.0653 0.0352 0.1100 0.0686
S -1.8649 -2.3910 2.9914 -0.1056 -0.2316 -0.0215
O -1.2384 -1.0595 2.9101 -0.2565 -0.0452 -0.3997
O -2.1477 -2.8177 4.3185 0.0764 0.0011 0.0568
C -0.5341 -3.5790 2.3752 -0.0084 -0.0112 0.0096
F -0.8327 -4.0510 1.1672 0.0198 0.0609 -0.0130
F 0.6568 -2.9898 2.3215 -0.0108 0.0063 0.0496
F -0.4482 -4.6095 3.2160 -0.0622 -0.0075 -0.0147
C 0.2992 3.4566 0.1775 -0.0184 -0.0104 -0.0012
C 1.7189 3.0189 -0.1931 -0.0421 0.0009 -0.0804
C 2.5325 2.5513 1.0149 -0.0380 -0.0635 0.0697
C 1.7265 2.0169 -1.3323 0.1812 0.1813 0.0669
C 2.3152 2.3827 -2.5391 -0.0994 0.0094 0.0843
C 2.3631 1.5109 -3.6143 -0.0064 0.0008 -0.0164
C 1.8140 0.2435 -3.5131 -0.0644 -0.0088 0.0251
C 1.2133 -0.1755 -2.3326 0.0801 -0.0742 -0.2892
C 0.6455 -1.5744 -2.1973 -0.0761 0.0157 0.0772
C 1.7274 -2.5218 -1.6726 0.0156 -0.0040 0.0226
C 0.0350 -2.1062 -3.4911 0.0290 -0.0017 -0.0328
C 1.1907 0.7219 -1.2515 -0.0483 -0.4560 0.4912
N 0.6359 0.2090 -0.0726 -0.3898 0.3779 -0.8254
H 0.3293 4.2026 0.9715 0.0044 -0.0075 0.0029
H -0.3023 2.6238 0.5424 0.0243 0.0397 0.0010
H -0.2032 3.8869 -0.6916 -0.0159 -0.0057 0.0007
H 2.2284 3.9035 -0.5902 -0.0006 -0.0081 -0.0014
H 2.0923 1.6761 1.4918 -0.0093 0.0344 -0.0166
H 2.5652 3.3418 1.7662 0.0061 0.0088 -0.0199
H 3.5538 2.3040 0.7170 0.0151 0.0120 0.0119
H 2.7386 3.3759 -2.6278 0.0109 -0.0008 -0.0100
H 2.8277 1.8250 -4.5410 0.0088 -0.0021 -0.0012
H 1.8493 -0.4258 -4.3617 0.0008 -0.0014 -0.0184
H -0.1487 -1.5390 -1.4509 0.0184 0.0039 -0.0568
H 2.5613 -2.5849 -2.3772 0.0012 0.0026 -0.0094
H 1.3189 -3.5241 -1.5333 -0.0108 -0.0098 0.0025
H 2.1147 -2.1779 -0.7130 -0.0053 0.0013 0.0143
H 0.7926 -2.3228 -4.2483 0.0185 0.0038 -0.0009
H -0.6797 -1.4007 -3.9164 -0.0128 0.0088 0.0099
H -0.4935 -3.0378 -3.2865 -0.0064 -0.0046 0.0155
F -1.0711 2.0521 5.0135 -0.0519 0.0095 0.0556
B -0.9108 2.3039 3.6773 0.1671 -0.2466 -0.0648
F -2.0790 2.2832 2.9548 -0.0841 0.0513 -0.0457
F -0.1386 3.4165 3.4284 0.0593 0.1090 -0.0385
F -0.0855 1.1127 3.1424 -0.1080 0.1483 0.0606
```
Forces are in eV/Å.



(6)
Below is 2 unconnected molecules or ions with the total composition C5H13NO at a distorted geometry, with properties calculated with ωB97M-V/def2-TZVPD.

Properties
largest force on an atom	0.1649	hartree/bohr
SMILES	CC(N)=O.CCC
energy above the lowest of the compared OMol25 structures with the same formula, charge and spin	48.77	kcal per mole
HOMO level	-9.97	eV
frontier orbital gap	10.8	eV

The geometry in XYZ format:
```
20
Properties=species:S:1:pos:R:3:forces:R:3
C 1.7812 1.2897 -1.2993 2.4554 -1.6990 0.3948
C 2.1712 1.6493 0.1906 -6.5203 3.7474 -3.9182
N 1.2752 2.7255 0.5546 1.0530 -0.6913 -1.7099
O 2.7402 0.9960 0.9339 3.7299 -2.8613 3.5333
H 0.7114 1.3151 -1.3671 -0.4316 1.1726 -0.7895
H 1.8771 0.1988 -1.3765 0.5629 0.0684 0.2596
H 2.5091 1.6170 -2.0945 -1.3967 0.4481 0.6974
H 1.0095 2.9672 1.4862 0.2005 -0.0572 0.3825
H 0.6811 3.0322 -0.2220 0.4347 -0.0064 1.0197
C -2.6151 -1.8924 0.5368 2.1243 -0.8135 0.6462
C -1.4899 -0.8558 0.1780 1.7907 0.3239 3.2110
C -0.0126 -1.4290 0.0443 -1.0629 0.2466 1.4731
H -2.8187 -1.9523 1.6725 0.8844 -0.2319 -1.7549
H -2.3891 -2.9016 0.0714 -0.5451 1.0659 0.7240
H -3.5022 -1.4865 0.1756 -1.7488 0.3428 -0.9674
H -1.5298 -0.3093 -0.7267 -1.4612 0.8286 -0.7922
H -1.5485 -0.1735 1.1470 0.5439 -0.6621 -2.3869
H 0.0712 -2.0240 0.9300 0.6066 -1.0802 0.1818
H 0.1852 -1.9353 -0.8652 -0.6454 -1.3529 -0.8577
H 0.8936 -0.8313 0.0304 -0.5745 1.2116 0.6533
```
Forces are in eV/Å.



Quick rundown of total energy, same order as above: -470.8456 -7447.3488 -12410.6044 -687.8999 -2878.6039 -328.2411 hartree